1.
51
Properties=species:S:1:pos:R:3:forces:R:3 method="wB97M-V/def2-TZVPD" fmax_ha_per_bohr=0.013 charge=0 e_above_lowest_kj_mol=12.9 homo_lumo_gap_ev="4.869 / 6.911" multiplicity=4
V -0.30000 -0.77815 0.67041 0.424 0.078 0.515
N 0.32515 -0.61602 -1.57985 0.012 0.184 -0.113
C 1.57984 -0.97260 -2.25252 -0.114 -0.069 -0.021
C 2.77234 -0.34649 -1.54872 0.069 0.062 -0.034
N 2.81869 -0.69452 -0.15034 -0.077 0.028 0.068
C 3.22890 -2.04539 0.15578 0.114 -0.070 -0.071
C 2.33083 -2.67330 1.20470 -0.145 -0.054 0.043
N 0.93818 -2.68825 0.73577 -0.072 0.075 -0.039
C 3.33957 0.32054 0.74015 0.105 -0.029 -0.019
C 2.33446 1.42967 0.99487 -0.069 0.051 0.031
N 1.07457 0.87947 1.48990 -0.221 -0.140 0.065
H -0.46478 -1.04038 -2.05654 -0.011 -0.031 0.026
H 0.15398 0.38542 -1.63795 0.053 -0.007 -0.082
H 1.58630 -0.66352 -3.30259 0.019 0.003 -0.008
H 1.66109 -2.06235 -2.24791 0.030 0.007 0.028
H 2.68972 0.74047 -1.63089 -0.030 -0.004 0.014
H 3.69292 -0.61999 -2.09073 -0.002 -0.031 0.013
H 4.27813 -2.09929 0.48329 -0.017 0.022 0.029
H 3.17429 -2.64886 -0.75565 -0.013 0.023 -0.002
H 2.33909 -2.09789 2.13247 0.020 0.027 -0.018
H 2.68918 -3.68039 1.43964 0.025 -0.005 -0.002
H 0.33390 -3.04063 1.47861 -0.013 0.012 0.004
H 0.84381 -3.27929 -0.08496 0.034 -0.039 0.021
H 4.28128 0.75677 0.36927 -0.007 0.013 0.001
H 3.57840 -0.15711 1.69362 -0.037 -0.006 0.005
H 2.13561 1.97408 0.06778 0.007 -0.018 -0.008
H 2.77270 2.15238 1.69082 0.030 -0.012 0.002
H 0.40441 1.61472 1.69713 -0.004 0.041 -0.096
H 1.15852 0.39566 2.38785 0.122 -0.029 -0.047
N -3.84338 1.13507 -0.13968 -0.057 0.020 -0.032
C -3.17522 2.34919 -0.13124 -0.093 -0.102 -0.002
C -3.63651 3.64432 -0.20428 0.019 0.122 -0.010
C -2.68800 4.67090 -0.21951 -0.021 -0.053 -0.001
C -1.33238 4.38081 -0.17367 0.012 -0.055 0.005
C -0.87506 3.06345 -0.09493 0.028 0.083 -0.009
C -1.80504 2.03363 -0.05744 0.153 -0.086 0.078
N -1.63706 0.66198 0.02084 -0.505 0.019 -0.065
C -2.90726 0.12573 -0.04263 0.192 0.330 -0.082
C -3.12221 -1.24205 -0.08438 0.211 -0.535 -0.162
C -4.26666 -2.03482 -0.27276 0.052 0.312 0.060
S -3.82806 -3.69777 -0.27180 -0.315 -0.152 0.002
C -2.20266 -3.27715 -0.05193 0.486 0.124 0.085
N -1.94400 -2.01184 0.02521 -0.504 0.013 -0.102
H -4.83370 1.01166 -0.04254 -0.002 -0.016 0.011
H -4.69549 3.86461 -0.25283 0.004 -0.012 -0.001
H -3.01698 5.69986 -0.27674 0.000 -0.005 0.006
H -0.61180 5.18826 -0.19929 -0.008 0.002 -0.003
H 0.18697 2.85863 -0.07847 0.001 0.004 -0.006
H -5.29048 -1.72303 -0.37842 0.007 -0.026 -0.008
H -1.43364 -4.02942 0.05545 -0.068 -0.048 -0.034
S -0.79246 -1.11681 2.77766 0.177 -0.020 -0.031

***

2.
90
Properties=species:S:1:pos:R:3:forces:R:3 method="wB97M-V/def2-TZVPD" fmax_ha_per_bohr=0.122 charge=+4 homo_lumo_gap_ev="3.342 / 3.352" multiplicity=1
C 3.62937 3.36074 -4.64454 0.146 -0.707 -0.435
C 2.56141 3.80239 -3.83770 0.242 0.043 0.026
C 2.48350 5.18959 -3.63297 -0.020 0.135 0.293
C 3.38552 6.04018 -4.26859 0.006 -0.216 0.012
N 4.36272 5.59141 -5.05259 0.107 -0.072 -0.266
C 4.49538 4.28063 -5.24508 -0.250 -0.116 0.296
C 1.68246 2.84262 -3.20870 0.779 0.426 -0.693
C 1.03819 1.90641 -2.74406 -0.705 -0.615 0.499
C 0.80441 0.81880 -1.84897 3.131 3.113 -0.642
C 0.57152 -0.51238 -2.26065 -0.207 -0.839 -0.597
C 0.81727 -1.54136 -1.40348 -1.094 -1.015 -0.613
C 1.30232 -1.32791 -0.07473 -0.360 0.709 1.910
C 1.47639 0.05318 0.37069 -0.211 -0.952 0.287
C 1.27805 1.11416 -0.52344 0.984 0.433 -1.988
Ti -0.57701 0.81266 0.17136 -3.321 -5.180 1.346
P -2.68389 -0.54751 -0.65336 0.046 0.125 -0.893
H 1.76692 5.61280 -2.95816 -0.436 0.131 0.076
H 3.83028 2.30038 -4.78599 -0.242 0.181 -0.087
H 3.33467 7.12729 -4.14745 -0.087 -0.439 0.061
H 5.31647 3.93888 -5.90023 -0.516 0.231 0.485
H 1.53655 2.14090 -0.24215 0.481 -0.507 -0.627
H 0.32660 -0.72162 -3.31186 -0.134 0.185 0.551
H 2.09438 0.25156 1.24428 -0.641 -0.105 -0.198
H 0.57850 -2.58891 -1.69220 0.420 0.936 -0.009
C -3.99784 -1.31441 0.37602 0.498 -0.078 0.741
C -5.42952 -0.84270 0.18774 -0.522 0.091 0.067
H -3.66680 -1.23582 1.41650 -0.341 -0.248 -0.143
H -3.94079 -2.38192 0.13775 0.187 0.133 0.012
H -6.03304 -1.37930 0.93194 0.036 0.174 -0.204
H -5.57729 0.22846 0.36513 0.066 -0.153 0.001
H -5.84380 -1.09628 -0.79811 0.232 0.148 0.300
C -3.21134 1.06233 -1.37259 -0.276 -0.501 0.017
C -2.72466 1.33205 -2.80864 -0.313 0.259 0.049
H -2.84380 1.89649 -0.73181 -0.420 -0.132 -0.098
H -4.31090 0.99107 -1.27461 0.339 0.760 -0.197
H -3.00561 2.37363 -3.02151 0.227 -0.338 -0.246
H -1.62510 1.24249 -2.90334 -0.529 0.030 -0.078
H -3.21788 0.68689 -3.55322 0.274 0.224 0.339
C -2.67924 -1.75299 -2.03421 0.973 0.253 -0.133
C -4.04737 -2.18292 -2.57816 -0.041 0.088 -0.031
H -2.10582 -2.60848 -1.63447 -0.254 0.151 -0.275
H -2.07587 -1.28494 -2.82592 -0.133 -0.309 0.062
H -3.84911 -2.77198 -3.48186 -0.218 0.004 0.263
H -4.61184 -2.78937 -1.85840 0.209 0.068 -0.338
H -4.67683 -1.33399 -2.87517 0.209 -0.145 0.048
Br -0.54723 -2.43947 1.10653 -0.437 0.835 -0.552
P -1.31536 1.54137 2.77146 -0.059 -0.735 -0.118
C -3.05013 1.30468 2.23709 -0.917 -0.130 -0.335
C -4.13878 1.95345 3.13250 0.150 0.144 0.123
H -3.28455 0.23283 2.13697 0.433 0.526 0.268
H -3.16106 1.72561 1.22021 0.183 0.042 0.352
H -5.11412 1.90290 2.61577 0.473 -0.054 0.273
H -4.21244 1.41643 4.09003 -0.032 0.274 -0.301
H -3.90637 3.01050 3.32001 -0.149 -0.303 0.030
C -0.55448 0.03683 3.59312 0.294 -1.094 -0.533
C -0.21207 0.13417 5.09635 -0.010 0.504 -0.204
H 0.36573 -0.28303 3.05553 -0.515 0.351 0.105
H -1.27520 -0.78755 3.40080 0.261 0.557 0.118
H 0.04821 -0.86856 5.46215 -0.125 0.241 -0.194
H 0.66245 0.78279 5.24182 -0.347 -0.102 0.113
H -1.05527 0.50205 5.68814 0.199 -0.022 -0.050
C -0.34191 2.46715 1.49863 -0.220 2.112 1.558
C -0.40166 3.99837 1.79341 -0.022 -0.215 -0.668
H -0.66147 2.53255 0.35310 0.368 0.704 1.001
H 0.69583 2.12610 1.64298 -0.099 0.064 -0.333
H 0.44164 4.45995 1.26202 -0.261 0.189 0.315
H -1.33589 4.36027 1.34236 0.211 0.251 0.432
H -0.37055 4.18524 2.87604 0.080 0.065 -0.558
C 3.88613 -0.73526 2.30278 0.989 -0.032 0.795
C 3.88492 -1.57533 1.02242 -0.940 -0.137 -0.415
P 2.38984 -2.59277 0.70804 1.185 -0.243 0.075
C 2.62195 -3.81975 -0.58979 -0.461 0.513 -0.413
C 3.84160 -4.68088 -0.33883 0.651 -0.444 0.070
C 2.12807 -3.46296 2.27028 -0.104 0.188 0.725
C 1.60074 -4.88597 2.22178 -0.277 -0.413 -0.128
H 3.21817 0.13231 2.35781 0.125 -0.406 0.011
H 4.89230 -0.28703 2.39471 -0.355 -0.290 0.006
H 3.74540 -1.34927 3.20868 -0.026 0.305 -0.377
H 4.05252 -0.95255 0.13930 0.304 -0.194 -0.015
H 4.61947 -2.37048 1.07996 0.657 0.263 0.035
H 1.71738 -4.43707 -0.69433 0.061 0.246 0.155
H 2.72062 -3.24360 -1.52297 0.165 -0.250 0.122
H 3.61851 -5.62100 0.17171 -0.101 0.187 -0.224
H 4.28220 -4.90873 -1.31139 0.166 -0.108 0.270
H 4.58193 -4.16820 0.27840 0.178 -0.159 -0.270
H 3.11590 -3.48686 2.76034 -0.148 0.273 -0.261
H 1.47149 -2.83676 2.88492 0.276 -0.074 0.059
H 2.30842 -5.60829 1.82577 0.184 0.159 -0.052
H 1.39881 -5.20839 3.24359 -0.118 0.067 -0.039
H 0.69073 -4.97895 1.63728 -0.196 -0.018 0.081

***

3.
156
Properties=species:S:1:pos:R:3:forces:R:3 method="wB97M-V/def2-TZVPD" fmax_ha_per_bohr=0.071 charge=0 e_above_lowest_kj_mol=0.0 homo_lumo_gap_ev=9.235 multiplicity=1
C -2.86949 -1.36842 5.93467 -0.695 0.136 -0.208
O -2.21407 -0.37028 5.16834 -0.810 1.154 -0.316
C -2.80289 0.92565 5.40016 0.982 0.822 -0.087
C -2.32228 1.94502 4.33212 0.345 -0.457 0.051
N -2.99786 1.73011 3.05057 -0.957 0.059 -0.295
C -4.52188 1.78998 3.13674 1.673 -1.555 1.682
C -5.14831 2.29081 1.89529 -0.760 0.688 -0.429
O -5.12871 1.38298 0.82920 0.306 -0.204 -0.457
C -5.72186 1.88428 -0.37284 0.500 -0.114 0.622
H -4.01596 -1.27608 5.90127 1.540 -0.139 -0.160
H -2.55055 -1.18341 6.96479 -0.179 -0.708 0.195
H -2.55325 -2.34490 5.50994 -0.216 0.589 0.608
H -2.46803 1.40649 6.34734 -0.122 -0.824 -0.050
H -3.90285 0.83036 5.45165 0.442 0.093 -0.162
H -1.20624 1.85345 4.19785 -1.029 -0.282 0.004
H -2.43093 2.99856 4.68372 -0.408 -0.621 0.179
H -2.69174 2.47736 2.43030 -0.178 -0.155 -0.070
H -4.79567 2.39530 4.02999 -0.048 0.195 -0.742
H -4.93074 0.76622 3.41576 0.619 0.955 -0.658
H -4.66786 3.21507 1.57561 0.153 0.398 0.012
H -6.17305 2.54244 2.17062 -0.390 0.133 -0.155
H -5.35626 1.29109 -1.19281 -0.009 -0.581 -0.165
H -5.42911 2.90375 -0.62448 0.085 0.325 0.404
H -6.79762 1.82190 -0.30486 -0.452 0.030 -0.069
C 4.69912 -1.25217 -4.17381 0.412 -1.107 -0.320
O 4.89950 -2.20103 -3.14292 -0.160 -0.276 0.608
C 4.66391 -3.59993 -3.40620 1.209 1.770 -0.557
C 5.39484 -4.33119 -2.29964 -1.944 0.764 0.590
N 4.60979 -4.06845 -1.01622 1.730 0.654 0.401
C 5.11461 -4.93549 0.08265 1.422 -0.054 0.767
C 4.50703 -4.67744 1.46019 -1.292 1.154 -0.341
O 4.81322 -3.39027 1.93833 1.089 0.902 -0.617
C 4.33971 -3.06812 3.23341 0.556 -0.247 -0.869
H 3.69052 -1.31957 -4.56379 -0.390 0.149 -0.170
H 5.38939 -1.49084 -5.04395 -0.477 0.742 0.933
H 4.80486 -0.27675 -3.68485 0.315 -0.172 -0.562
H 5.13319 -3.79239 -4.39199 -0.375 -0.399 0.276
H 3.59426 -3.82347 -3.40280 0.015 -0.080 -0.087
H 6.42934 -3.98483 -2.25127 -0.002 -0.207 0.109
H 5.30178 -5.36423 -2.56324 0.300 -0.892 0.251
H 4.88956 -3.06794 -0.76532 -0.806 -1.684 -0.327
H 6.23891 -4.86924 0.18655 -0.872 0.105 -0.105
H 4.93353 -6.00854 -0.07151 -0.246 0.289 -0.608
H 4.75382 -5.39996 2.22436 0.538 -0.638 0.003
H 3.41392 -4.69887 1.37796 -0.248 -0.390 -0.202
H 4.81204 -2.12300 3.53205 -0.005 -0.505 0.170
H 4.52588 -3.92153 3.87150 0.334 0.032 0.719
H 3.28700 -2.92920 3.18903 -1.239 0.275 0.112
C 1.48239 -2.36165 1.01044 -1.007 -0.951 1.183
O 0.42279 -1.76269 0.29956 -0.520 -0.177 -1.216
C 0.68454 -1.63014 -1.13961 -1.537 -0.365 -0.401
C -0.63630 -1.19540 -1.81314 -0.007 -1.281 0.438
N -1.03346 0.09097 -1.23914 -0.406 -0.594 0.048
C -2.42765 0.41994 -1.47502 -0.310 -0.090 -0.810
C -2.76432 0.46597 -2.96819 0.499 0.696 1.264
O -2.06725 1.43842 -3.70319 -0.912 1.087 -0.566
C -3.02584 2.12503 -4.53842 -0.608 -0.623 0.723
H 2.38798 -1.82505 0.89453 0.970 0.762 0.111
H 1.65425 -3.38021 0.70753 0.077 -0.584 -0.646
H 1.14248 -2.47597 2.06292 0.464 0.613 -0.588
H 1.09136 -2.55206 -1.61527 -0.167 0.632 0.697
H 1.29675 -0.79390 -1.27192 1.772 1.054 -0.100
H -1.30963 -2.06408 -1.61638 -0.374 0.727 0.162
H -0.61758 -1.17574 -2.93394 0.650 0.337 1.010
H -0.95640 0.05292 -0.22408 0.235 -0.176 -0.297
H -2.59493 1.38597 -0.94078 -0.312 -0.571 -0.654
H -3.18669 -0.32828 -1.13535 0.661 0.292 0.441
H -3.80246 0.64431 -3.02284 -1.473 0.624 0.076
H -2.71066 -0.46048 -3.47466 0.683 -1.494 -0.261
H -3.87651 2.50769 -3.88895 0.853 -0.427 -0.756
H -3.44445 1.38908 -5.29045 0.445 1.066 0.524
H -2.52976 2.98798 -4.95749 0.109 -0.023 -0.494
O -2.48610 -0.77891 1.49122 0.757 -1.737 -0.693
H -2.47911 0.07101 1.91078 0.001 1.245 0.939
H -1.61143 -1.20638 1.61580 -0.824 0.475 -0.055
O -4.73437 -1.98775 0.18224 0.744 0.254 -0.063
H -4.01471 -1.49674 0.64852 -0.625 -0.379 -0.162
H -5.44697 -2.10227 0.81034 -0.041 0.096 0.208
O 4.90564 1.08073 4.72972 1.465 -0.538 -0.318
H 4.07811 1.00154 4.26705 -0.973 -0.096 -0.223
H 4.78276 1.66432 5.45854 -0.227 0.656 0.688
O 0.62198 0.77288 1.77542 -0.400 -0.083 0.747
H 0.39234 -0.06280 1.35696 0.033 -0.450 -0.174
H 1.16225 1.20099 1.11587 0.727 0.551 -0.700
O 1.83661 -5.09175 -1.62463 0.069 1.324 1.629
H 2.64835 -4.76123 -1.12216 -0.809 -0.409 -1.159
H 1.08895 -4.61575 -1.14956 0.772 -1.035 -0.807
O 0.65729 1.39150 -4.29798 -0.307 -0.678 -0.111
H -0.31672 1.48505 -4.26961 0.461 -0.336 0.209
H 0.83838 0.42678 -4.32995 -0.206 0.680 -0.095
O 2.20852 5.02712 -2.08035 0.433 1.166 -0.333
H 1.62636 4.90898 -1.33016 -0.601 -0.485 0.624
H 2.35896 5.98508 -2.06774 0.184 -0.395 -0.336
O 2.61513 2.42898 -2.78425 0.515 0.038 0.865
H 1.72135 2.11859 -2.99029 -0.081 0.032 -0.573
H 2.58697 3.39965 -2.72149 -0.132 -0.221 -0.184
C -4.10660 8.05084 -0.80453 -0.281 0.425 0.815
C -4.10440 9.49262 -0.30974 -0.643 0.000 0.096
O -5.32954 9.80289 0.39595 0.648 0.384 -0.593
O -2.86837 7.79907 -1.44850 -1.554 0.625 -0.754
H -4.96984 7.91159 -1.48156 0.497 -0.109 0.089
H -4.28827 7.43018 0.12644 0.395 0.086 -1.050
H -4.00754 10.16030 -1.17923 -0.164 -0.041 0.399
H -3.24044 9.64884 0.34820 -0.112 -0.006 -0.071
H -5.72113 8.99633 0.73113 0.052 -0.254 0.074
H -2.36703 7.30114 -0.82778 1.017 -0.929 0.852
C -1.96945 -4.68394 -1.15741 -0.141 -0.964 -1.345
C -2.15585 -6.25192 -1.31410 2.715 2.397 0.325
O -1.25018 -6.85061 -2.23303 -0.845 -0.097 -0.182
O -0.72279 -4.34017 -0.57399 0.183 0.292 1.694
H -2.83593 -4.37261 -0.57245 0.132 0.449 0.065
H -1.88235 -4.14555 -2.11504 -1.075 -0.541 -0.117
H -3.13515 -6.42796 -1.66116 -1.118 -0.404 -0.306
H -1.97886 -6.58534 -0.29405 -0.269 -0.603 0.151
H -0.33481 -6.68094 -2.01391 0.273 0.255 0.385
H -0.84706 -3.56278 0.01769 0.257 -0.679 -0.594
C 1.16568 -1.30042 5.26155 0.811 1.187 -0.832
C 1.75768 0.16533 5.17297 -1.610 -1.548 -0.411
O 2.43396 0.38459 3.97336 0.280 0.355 -0.314
O 0.53440 -1.59505 4.00993 -1.074 1.003 0.586
H 0.43935 -1.30723 6.07649 0.114 -0.343 0.143
H 1.96472 -2.04516 5.37374 -0.289 0.215 0.184
H 2.48816 0.34281 5.89647 1.155 -0.055 1.542
H 0.92877 0.84509 5.43948 0.090 0.180 -0.767
H 1.89410 0.41788 3.17080 -0.765 -0.119 0.106
H -0.19577 -0.92524 3.95883 0.546 -0.931 -0.115
C 3.98132 2.29477 0.54007 -1.561 -0.796 0.460
C 4.30496 1.08192 1.34951 0.060 -0.540 -0.158
O 4.39606 -0.03958 0.52470 -0.249 -0.779 -1.371
O 2.60359 2.21136 0.02444 1.109 0.173 1.152
H 4.73198 2.44133 -0.20035 0.194 0.267 -1.018
H 3.98133 3.09034 1.24747 0.174 1.014 0.384
H 3.54244 0.98674 2.08122 -0.909 -0.284 0.684
H 5.20903 1.19397 1.90273 0.969 0.532 0.409
H 4.60303 -0.88606 0.93810 0.036 0.423 0.511
H 2.65963 2.20035 -0.93539 -0.075 -0.101 -1.129
C 0.13343 -4.00946 -4.24050 1.156 -0.296 -0.138
C 0.13350 -2.77596 -5.15777 -0.338 0.043 1.850
O 1.17549 -1.86799 -4.83761 1.189 0.132 0.299
O 1.24212 -4.82346 -4.60800 0.554 -0.423 -0.197
H -0.81130 -4.55923 -4.40634 0.285 0.122 0.380
H 0.35659 -3.79173 -3.15796 -1.132 0.434 -1.005
H -0.80398 -2.27317 -4.85484 0.258 0.183 -0.620
H 0.14162 -2.98736 -6.22643 -0.138 -0.396 0.069
H 2.06252 -2.29928 -4.72163 -1.532 0.073 -0.343
H 1.73095 -5.10426 -3.81337 -0.523 0.151 -0.142
C -0.73519 3.77381 -0.69918 -1.651 -1.173 -0.062
C -1.62287 4.92928 -1.16447 2.212 0.735 0.745
O -1.82043 5.79657 -0.05414 -0.087 0.072 1.347
O 0.43430 4.27565 -0.09977 0.696 0.368 0.311
H -0.60799 3.03943 -1.51404 0.490 0.335 0.167
H -1.35847 3.24906 0.05832 0.408 0.050 -0.123
H -2.57736 4.60083 -1.50244 -0.632 -0.381 -0.392
H -1.12041 5.57313 -1.89195 -0.076 -0.562 -0.582
H -1.05149 5.70832 0.54416 -0.388 0.046 -0.530
H 1.02848 3.62056 0.33900 -0.697 0.020 -0.725

***

Question: Which of these has the highest multiplicity?
Answer: C16H25N7S2V

***

Question: Among the records above, which one has the highest multiplicity?
Answer: C16H25N7S2V

***

Question: Look up the multiplicity of the second one.
Answer: 1